DFT (ωB97M-V with the def2-TZVPD basis set) results for a cluster of 2 separate species, C9H14 in total at a distorted geometry.

The calculation puts the energy above the lowest of the compared OMol25 structures with the same formula, charge and spin at 112.2 kJ/mol. The SMILES is Cc1ccccc1.CC. The value obtained for the electronic energy is -351.28746 Ha. Its LUMO energy is 1.03 eV.

The geometry in ORCA input format:
```
! RIJCOSX wB97M-V def2-TZVPD def2/J DEFGRID3
* xyz 0 1
C -0.001 -1.217 -0.763
H 1.142 3.604 -0.008
H 0.485 0.745 0.468
H -1.861 -1.258 2.667
C 0.968 1.680 0.801
C 0.307 -2.106 0.204
H 0.645 1.998 1.793
C -1.306 -1.250 1.739
H -2.686 0.123 0.845
H 0.791 -0.003 -2.383
C 0.505 2.737 -0.242
H 1.651 -1.510 -2.055
H 0.037 -1.256 -2.988
H 2.042 1.561 0.749
H -1.537 0.236 -1.344
H 0.393 -2.447 2.338
H -0.566 2.840 -0.108
C 0.655 -1.056 -2.097
C -1.822 -0.502 0.629
C -0.199 -2.020 1.537
H 0.965 -2.966 0.063
C -1.151 -0.390 -0.551
H 0.545 2.458 -1.295
*
```

---

DFT (ωB97M-V with the def2-TZVPD basis set) results for a structure of composition C4H5MgO6 at a distorted geometry.

The value obtained for the electronic energy is -806.17459 Ha. Its LUMO energy (alpha / beta) is -13.44 / -13.44 eV.

The geometry in ORCA input format:
```
! RIJCOSX wB97M-V def2-TZVPD def2/J DEFGRID3
* xyz 2 2
O 3.137 -1.721 0.725
O 4.472 -0.255 8.554
C 3.168 -0.592 0.466
O 3.668 0.399 2.909
O 4.336 1.830 7.705
H 3.185 1.434 5.386
O 4.210 -0.026 6.435
Mg 2.707 1.928 -1.301
H 4.588 -0.974 4.029
H 2.868 -0.836 4.289
C 4.036 0.753 5.257
O 3.220 0.338 -0.258
H 4.539 0.206 9.401
H 4.943 1.340 5.058
C 3.774 -0.219 4.116
C 4.344 0.630 7.577
*
```

---

DFT (ωB97M-V with the def2-TZVPD basis set) results for an isolated molecule of C20H25NO4 at a distorted geometry.

The calculation puts the energy above the lowest of the compared OMol25 structures with the same formula, charge and spin at 1869.6 kJ/mol. The SMILES is CCCCOc1ccc(C(=O)NCCOc2cccc(OC)c2)cc1. The value obtained for the electronic energy is -1132.19146 Ha. Its LUMO energy is 0.50 eV.

The geometry in ORCA input format:
```
! RIJCOSX wB97M-V def2-TZVPD def2/J DEFGRID3
* xyz 0 1
C -0.611 -0.548 1.482
H 2.432 5.040 5.414
H 3.389 0.426 -3.769
H 2.868 2.836 4.193
C -0.616 -0.721 -4.184
H -3.681 -2.210 -1.842
C -1.309 -1.550 -4.989
H 0.861 0.735 2.359
C 2.161 2.860 5.011
H -1.597 -2.106 4.965
O -1.473 -0.021 -3.190
C -0.204 -0.585 3.836
H -0.867 -1.269 -0.968
H -3.286 0.125 -2.287
H 2.189 0.373 4.273
N -1.972 -1.567 -0.803
C -2.620 -1.780 -2.083
O 2.575 -0.297 -5.691
C -2.716 -0.698 -2.974
C -0.448 -2.124 -6.101
H -0.573 -2.817 -6.767
H 0.383 2.049 4.305
C 0.926 1.803 4.931
O 0.645 -0.505 4.940
H -2.081 -2.012 -4.967
C -1.507 -1.649 3.955
C 1.516 0.441 4.967
H -2.701 -2.529 2.783
H 1.809 0.390 6.061
H 0.439 2.131 5.969
C -2.025 -1.857 2.711
H -0.563 0.067 0.623
H 2.568 1.648 -4.902
H 1.545 -1.976 -7.106
H 2.803 2.659 5.893
H 1.133 4.570 5.941
C 0.601 -0.182 -4.490
C 0.084 0.103 2.617
C -1.699 -1.406 1.582
C 3.193 0.960 -4.799
H -3.184 -0.826 -3.795
C -2.671 -1.707 0.326
C 0.810 -1.484 -6.245
H -2.282 -2.454 -2.719
H 4.215 1.104 -5.291
C 1.424 -0.904 -5.376
H 1.088 0.722 -3.761
C 1.620 4.388 5.160
O -3.666 -2.078 0.470
H 1.074 4.435 4.333
*
```